--- w ---
The following is a DFT calculation (ωB97M-V/def2-TZVPD) of a structure of composition C24H53GeN3O11PTeTi.

Each line ends with the Mulliken spin population.
Atoms and positions in Å:
Ti 0.158 0.069 -0.611  0.8618
C 0.602 4.979 1.784  0.0001
N -0.339 4.272 0.936  0.0000
C -1.300 5.073 0.194  0.0001
C -0.348 2.941 0.827  0.0030
O -1.073 2.310 0.064  0.0007
C 0.549 2.122 1.749  0.0122
O 0.139 0.761 1.654  0.0505
C -1.099 0.483 2.286  0.0362
C -2.078 -0.039 1.252  -0.0146
O -1.645 -0.400 0.149  -0.0160
N -3.373 -0.125 1.529  0.0013
C -4.287 -0.556 0.476  0.0000
C -3.927 0.031 2.859  -0.0001
H 0.856 5.922 1.303  0.0000
H 1.528 4.418 1.896  0.0001
H 0.185 5.194 2.773  0.0000
H -1.955 5.600 0.893  0.0000
H -1.882 4.418 -0.447  0.0000
H -0.772 5.792 -0.431  0.0000
H 0.497 2.458 2.788  0.0018
H 1.582 2.157 1.410  -0.0125
H -1.486 1.374 2.782  -0.0011
H -0.933 -0.308 3.023  0.0023
H -3.876 -0.264 -0.486  -0.0002
H -5.240 -0.052 0.627  0.0002
H -4.442 -1.637 0.514  0.0000
H -4.323 -0.924 3.211  0.0002
H -4.736 0.762 2.842  -0.0001
H -3.172 0.366 3.565  -0.0001
C -2.088 -3.157 2.693  0.0004
C -0.751 -3.631 2.125  0.0035
C 0.192 -4.019 3.264  -0.0003
C -1.011 -4.838 1.223  0.0006
O -0.196 -2.533 1.412  0.0062
Ge 1.219 -2.774 0.244  0.0059
O 1.838 -1.005 0.553  0.0280
C 3.272 -0.875 0.618  0.0032
C 3.601 0.542 1.073  0.0010
C 3.834 -1.840 1.668  0.0004
C 3.866 -1.174 -0.756  0.0040
O 0.394 -1.807 -1.311  0.0055
C -0.176 -2.505 -2.453  0.0045
C 0.247 -3.972 -2.413  -0.0011
C -1.696 -2.430 -2.383  0.0054
C 0.386 -1.877 -3.723  0.0004
H -2.601 -3.965 3.218  0.0000
H -1.933 -2.339 3.401  0.0001
H -2.726 -2.810 1.877  -0.0003
H -0.236 -4.804 3.891  -0.0002
H 1.140 -4.381 2.860  0.0004
H 0.398 -3.145 3.885  0.0001
H -1.495 -5.638 1.787  -0.0002
H -1.668 -4.556 0.396  0.0001
H -0.082 -5.235 0.809  0.0001
H 3.182 0.708 2.069  -0.0010
H 4.684 0.669 1.141  0.0010
H 3.198 1.281 0.385  0.0006
H 3.292 -1.714 2.608  -0.0003
H 3.751 -2.881 1.354  0.0004
H 4.890 -1.628 1.844  0.0000
H 3.386 -0.555 -1.516  -0.0024
H 4.942 -0.988 -0.765  0.0002
H 3.706 -2.222 -1.022  0.0004
H -0.138 -4.485 -1.530  0.0000
H -0.154 -4.477 -3.294  -0.0002
H 1.333 -4.071 -2.425  0.0003
H -2.046 -2.885 -1.453  -0.0002
H -2.043 -1.401 -2.413  -0.0027
H -2.135 -2.972 -3.224  0.0003
H 1.476 -1.950 -3.709  0.0000
H 0.014 -2.417 -4.596  0.0000
H 0.107 -0.830 -3.805  -0.0003
O -2.764 1.134 -2.089  0.0269
N -1.832 1.033 -2.838  0.0038
O -0.725 0.597 -2.290  -0.0328
C 3.052 0.624 -5.494  0.0000
C 2.602 1.818 -4.687  0.0002
O 2.383 1.368 -3.337  0.0015
P 1.990 2.395 -2.173  0.0040
O 1.576 1.445 -1.042  0.0052
Te 0.687 4.217 -2.823  0.0026
O 3.399 3.038 -1.708  -0.0005
C 4.636 2.323 -1.828  -0.0004
C 5.662 3.031 -0.975  0.0000
H 3.221 0.920 -6.530  0.0000
H 2.290 -0.155 -5.473  0.0000
H 3.980 0.212 -5.095  0.0000
H 1.670 2.240 -5.065  0.0000
H 3.352 2.614 -4.687  0.0001
H 4.939 2.316 -2.878  0.0001
H 4.511 1.290 -1.508  0.0001
H 5.773 4.067 -1.292  0.0000
H 6.631 2.534 -1.059  0.0000
H 5.356 3.020 0.072  0.0000

Total charge: 0
Frontier orbital gap (spin up / spin down) (eV): 6.77 / 6.80
⟨S²⟩: 0.7526
HOMO level (spin up / spin down) (eV): -6.668 / -6.694
Spin multiplicity: 2

--- x ---
The following is a DFT calculation (ωB97M-V/def2-TZVPD) of a structure of composition C24H53GeN3O11PTeTi.

Each line ends with the Mulliken spin population.
Atoms and positions in Å:
Ti 0.171 0.110 -0.324  0.8284
C 3.769 0.020 2.442  0.0016
N 3.079 -1.259 2.421  0.0101
C 3.871 -2.409 2.779  -0.0017
C 1.945 -1.339 1.648  0.0249
O 1.357 -0.290 1.276  -0.0317
C 1.442 -2.719 1.246  0.0167
O 0.350 -2.626 0.370  0.0034
C -0.943 -2.863 0.898  -0.0060
C -1.541 -1.559 1.365  0.0616
O -1.155 -0.482 0.844  -0.0827
N -2.461 -1.576 2.379  0.0263
C -3.172 -2.779 2.743  -0.0023
C -2.850 -0.330 2.993  0.0001
H 4.747 -0.102 2.899  0.0003
H 3.888 0.402 1.424  -0.0015
H 3.192 0.746 3.011  0.0006
H 4.344 -2.222 3.745  0.0003
H 3.246 -3.289 2.883  0.0003
H 4.651 -2.616 2.038  0.0004
H 2.232 -3.235 0.679  0.0002
H 1.180 -3.335 2.123  -0.0004
H -1.511 -3.256 0.036  0.0062
H -0.910 -3.623 1.690  0.0008
H -2.586 -3.411 3.420  0.0016
H -4.094 -2.502 3.255  0.0000
H -3.430 -3.363 1.859  0.0007
H -2.174 0.441 2.623  -0.0022
H -3.878 -0.058 2.741  0.0009
H -2.759 -0.408 4.079  0.0009
C -0.094 4.074 2.580  -0.0010
C 0.577 2.741 2.204  0.0082
C 0.607 1.848 3.460  0.0002
C 1.999 3.012 1.691  0.0045
O -0.157 2.072 1.207  0.0021
Ge -0.732 2.947 -0.380  0.0018
O -1.877 1.513 -0.733  0.0241
C -3.277 1.648 -0.838  0.0075
C -3.806 2.638 0.212  0.0006
C -3.625 2.146 -2.248  -0.0011
C -3.924 0.276 -0.617  -0.0018
O 0.657 1.891 -1.314  0.0178
C 1.079 2.244 -2.624  0.0124
C 0.276 1.464 -3.668  0.0031
C 2.581 1.940 -2.730  -0.0084
C 0.863 3.740 -2.903  -0.0010
H 0.405 4.523 3.436  0.0002
H -1.144 3.910 2.822  -0.0002
H -0.044 4.761 1.735  0.0002
H 1.345 2.216 4.173  0.0000
H 0.846 0.828 3.167  0.0012
H -0.369 1.849 3.944  0.0002
H 2.681 3.237 2.510  0.0000
H 1.976 3.854 0.999  -0.0002
H 2.342 2.134 1.144  -0.0014
H -3.482 3.651 -0.037  0.0001
H -3.392 2.382 1.186  -0.0003
H -4.893 2.612 0.263  -0.0001
H -3.188 3.134 -2.397  0.0002
H -4.702 2.204 -2.392  -0.0003
H -3.207 1.457 -2.977  0.0009
H -3.742 -0.050 0.402  0.0018
H -3.469 -0.449 -1.291  0.0029
H -4.997 0.328 -0.794  -0.0004
H 0.312 0.405 -3.437  0.0004
H 0.673 1.634 -4.667  -0.0004
H -0.764 1.783 -3.636  0.0008
H 2.763 0.924 -2.385  0.0047
H 3.137 2.629 -2.096  -0.0001
H 2.928 2.040 -3.757  -0.0002
H -0.203 3.963 -2.930  0.0001
H 1.294 3.999 -3.867  0.0001
H 1.327 4.353 -2.130  -0.0001
O -1.588 -2.768 -2.020  0.0022
N -1.615 -1.495 -1.824  0.0350
O -0.417 -0.891 -1.744  -0.0281
C 2.993 -2.085 -5.358  -0.0008
C 1.678 -1.744 -4.677  0.0015
O 1.915 -1.152 -3.420  0.0007
P 1.713 -1.860 -1.985  0.0047
O 1.863 -0.682 -1.042  0.0472
Te 0.669 -4.011 -2.211  0.0012
O 3.165 -2.639 -1.742  -0.0013
C 4.317 -1.897 -1.413  0.0006
C 5.521 -2.823 -1.401  0.0001
H 2.805 -2.472 -6.354  0.0000
H 3.528 -2.831 -4.779  0.0005
H 3.611 -1.194 -5.436  0.0001
H 1.059 -2.646 -4.553  -0.0001
H 1.111 -1.016 -5.268  -0.0004
H 4.173 -1.439 -0.427  -0.0003
H 4.454 -1.093 -2.143  0.0003
H 5.347 -3.653 -0.719  -0.0001
H 6.405 -2.275 -1.088  0.0000
H 5.687 -3.229 -2.395  0.0000

Total charge: 0
Frontier orbital gap (spin up / spin down) (eV): 5.19 / 5.21
⟨S²⟩: 0.7908
HOMO level (spin up / spin down) (eV): -5.200 / -5.222
Spin multiplicity: 2

The structure with the most favorable energy is w; the runner-up is 368.7 kJ/mol above it.

--- w ---
The following is a DFT calculation (ωB97M-V/def2-TZVPD) of a structure of composition C2H6N6.

Each line ends with the Mulliken charge.
Atoms and positions in Å:
C -0.262 -0.810 -0.821  0.4977
C 0.350 -0.222 1.027  0.2217
H -0.430 -1.229 -2.866  0.2727
H -1.071 -2.583 -1.446  0.3982
H 0.817 -0.639 3.140  0.2438
H -0.979 1.715 1.184  0.2790
H 0.632 2.584 1.333  0.3203
H 0.112 0.683 -2.054  0.3197
N -0.084 -1.737 -2.008  -0.5943
N -0.339 -1.261 0.455  -0.5437
N 0.900 0.067 2.249  -0.6332
N 0.644 0.947 0.153  -0.0637
N -0.064 2.063 0.713  -0.5219
N -0.225 0.421 -1.058  -0.1965

Total charge: 0
Frontier orbital gap (eV): 8.53
HOMO level (eV): -8.504

--- x ---
The following is a DFT calculation (ωB97M-V/def2-TZVPD) of the molecule C2H6N6.

Each line ends with the Mulliken charge.
Atoms and positions in Å:
C -0.913 -1.059 0.131  0.3579
C 0.925 0.898 -0.326  0.4484
H -2.253 -1.757 1.131  0.2377
H -0.076 -1.856 -1.453  0.3430
H 0.962 0.162 -2.131  0.3093
H 2.173 2.318 0.343  0.2206
H 0.597 1.463 1.426  0.3318
H -1.504 0.147 1.587  0.3439
N -1.789 -1.909 0.250  -0.6127
N 0.246 -1.160 -0.738  -0.2979
N 0.381 0.153 -1.368  -0.2370
N 1.748 1.879 -0.517  -0.7031
N 0.526 0.476 1.030  -0.4027
N -1.023 0.246 0.635  -0.3392

SMILES string: N=C1NNC(=N)NN1
Total charge: 0
Frontier orbital gap (eV): 9.70
HOMO level (eV): -8.945

The structure with the most favorable energy is x; the runner-up is 224.3 kJ/mol above it.

--- w ---
The following is a DFT calculation (ωB97M-V/def2-TZVPD) of a cluster of 2 separate species, C3H4BrNO in total.

Each line ends with the Mulliken charge.
Atoms and positions in Å:
C 1.839 -0.903 0.361  0.3068
C -0.504 0.679 -0.135  -0.7037
C 0.526 -1.205 0.811  -0.0271
N 2.986 -1.038 0.167  -0.3893
O -0.540 -0.672 0.182  -0.2690
Br 0.358 -3.105 1.259  -0.0749
H 0.393 1.069 0.153  0.4410
H -1.247 1.048 0.525  0.2855
H -0.793 0.824 -1.173  0.2203
H 0.682 -0.302 2.283  0.2103

Total charge: 0
Frontier orbital gap (eV): 9.54
HOMO level (eV): -9.896

--- x ---
The following is a DFT calculation (ωB97M-V/def2-TZVPD) of the molecule C3H4BrNO.

Each line ends with the Mulliken charge.
Atoms and positions in Å:
C 0.050 -1.651 -0.172  0.1182
C 0.868 0.823 -0.004  -0.4281
C -0.620 0.678 0.079  -0.1123
N 0.248 -0.412 0.454  -0.2050
O -1.049 -2.037 -0.369  -0.4609
Br -1.544 1.422 1.571  -0.1575
H 1.058 -2.069 -0.318  0.3277
H 1.125 0.903 -1.045  0.2584
H 1.251 1.612 0.548  0.3444
H -1.387 0.731 -0.745  0.3152

SMILES string: O=CN1C[C@@H]1Br
Total charge: 0
Frontier orbital gap (eV): 10.85
HOMO level (eV): -10.077

The structure with the most favorable energy is x; the runner-up is 206.6 kJ/mol above it.

--- w ---
The following is a DFT calculation (ωB97M-V/def2-TZVPD) of a cluster of 2 separate species, C8H10O2 in total.

Each line ends with the Mulliken charge.
Atoms and positions in Å:
C -1.625 0.084 1.413  -0.8385
C -2.907 0.457 1.227  -0.2320
C -2.135 0.218 -0.771  -0.5098
C -1.080 -0.098 0.074  -0.0125
C 2.317 1.582 -1.258  -0.3563
C 1.889 1.317 -0.068  -0.4216
C 0.935 -1.484 0.654  -1.5615
C 0.257 -0.501 -0.260  1.1892
O -3.233 0.536 -0.109  -0.3717
O 0.488 -0.792 -1.529  -0.4886
H -1.242 -0.173 2.404  0.3611
H -3.786 0.670 1.812  0.4390
H -2.008 0.142 -1.781  0.5642
H 3.256 2.270 -1.487  0.2166
H 1.853 1.008 -2.182  0.1541
H 2.239 1.657 0.947  0.2746
H 0.200 -2.052 1.131  0.4775
H 1.525 -2.269 0.123  0.4281
H 1.812 -1.141 1.191  0.3174
H 1.243 -1.430 -1.531  0.3705

Total charge: 0
Frontier orbital gap (spin up / spin down) (eV): 7.81 / 7.81
HOMO level (spin up / spin down) (eV): -7.272 / -7.268

--- x ---
The following is a DFT calculation (ωB97M-V/def2-TZVPD) of a cluster of 2 separate species, C8H10O2 in total.

Each line ends with the Mulliken charge.
Atoms and positions in Å:
C 3.491 -1.001 -0.067  -0.4091
C 3.871 0.154 0.499  -0.2928
C 3.246 1.301 0.300  -0.0499
C 1.989 1.259 -0.405  -0.6766
C 1.453 0.025 -0.535  0.2611
C 2.142 -1.200 -0.496  -0.1955
C -3.534 0.227 -0.043  0.7534
C -5.028 -0.031 0.285  -0.8775
H 3.949 -1.916 0.276  0.2950
H 4.922 0.103 0.848  0.2742
H 3.876 2.269 0.595  0.2249
H 1.322 2.121 -0.588  0.3564
H 0.251 0.124 -0.683  -0.0612
H 1.853 -2.305 -0.744  0.2785
H -1.867 -0.870 -0.051  0.2876
H -5.744 0.878 0.250  0.2787
H -5.203 -0.843 -0.418  0.2697
H -5.219 -0.605 1.331  0.2667
O -2.966 1.222 -0.445  -0.5496
O -2.805 -0.914 0.090  -0.4337

SMILES string: c1ccccc1.CC(=O)O
Total charge: 0
Frontier orbital gap (eV): 9.99
HOMO level (eV): -9.338

The structure with the most favorable energy is x; the runner-up is 341.0 kJ/mol above it.